Density functional theory data (the ωB97M-V functional and the def2-TZVPD basis) for a structure of composition C41H45Cl9N7O2V.

2S+1   2
Gap between HOMO and LUMO (alpha / beta)   6.44 / 6.79 eV
Relative energy (zero: lowest compared OMol25 entry of this formula, charge and spin)   73.9 kJ/mol
Charge   +1
HOMO energy (alpha / beta)   -0.39536 / -0.39542 Ha

Each line ends with the Mulliken charge.
Element x y z (Å)
1 H 1.2731 -7.5506 -1.1381  0.46
2 C 1.1892 -6.4748 -1.1807  -0.87
3 C -4.7222 -2.3670 1.3677  -0.14
4 H 0.5762 0.1521 2.2744  -0.08
5 H 0.2088 2.0343 -0.2555  -0.21
6 N -2.5778 -2.7840 -1.8118  0.44
7 C -0.0733 -1.0569 -4.1140  0.23
8 C 1.8694 -0.3406 5.2582  0.09
9 C 2.2944 5.0352 2.7141  -0.51
10 H 5.0993 -4.0740 2.0389  0.34
11 H 2.9794 2.6982 1.3533  -1.28
12 H 1.6559 8.6671 -1.9200  0.43
13 C 2.5483 5.4015 -2.1732  -0.45
14 H 0.9058 5.4381 1.1709  0.38
15 C 1.9269 3.1974 4.0636  -0.65
16 C -3.2029 -3.6090 -4.0492  -0.84
17 O -0.8877 -3.2664 1.7352  -0.44
18 Cl 2.7552 -3.4361 2.1198  -0.09
19 H 3.6981 7.1092 -2.4695  0.39
20 C 1.2669 4.8196 -1.9142  0.34
21 H -0.4574 3.2458 1.7256  0.44
22 H 1.0538 3.7759 -1.7361  -0.08
23 H 2.4197 2.5328 4.7577  0.49
24 H 1.0373 -0.0802 -0.7540  -0.04
25 C 0.9717 -3.7304 -1.6233  -0.09
26 H -1.2251 1.3805 0.5573  0.13
27 H 1.9081 0.7521 1.3191  -0.68
28 C 3.8301 2.4700 0.7113  1.56
29 N 0.2141 5.6084 -1.6367  -0.04
30 H -3.8540 1.0227 2.9282  0.49
31 C 1.1292 4.7441 1.9678  -0.29
32 C 2.0870 -5.8022 -2.0446  -0.22
33 H -0.8269 0.8997 -3.8400  0.44
34 C 0.0075 -2.2004 -4.9264  -0.30
35 H -2.8618 -0.7619 -1.5417  0.33
36 Cl 4.6661 1.0462 1.2731  -0.10
37 C -5.7264 -1.6557 2.0416  -0.68
38 N -1.1332 0.2793 -5.8600  -0.47
39 O -0.4983 -1.2784 -0.0885  0.75
40 Cl 4.8165 3.9327 0.6707  -0.12
41 H 2.6130 -4.0361 -3.0213  0.51
42 H 2.9039 5.9054 2.5200  0.49
43 C -1.0194 -0.8233 -6.6415  -0.42
44 Cl 4.9435 -2.1688 3.4589  -0.07
45 H -0.4119 -6.1653 0.1323  0.43
46 H 0.8021 -2.6917 -1.8656  0.26
47 C 0.4096 3.5808 2.2756  -0.43
48 H 2.9404 -6.2750 -2.5077  0.43
49 H -2.5564 -4.7692 -2.4158  0.40
50 C -2.7498 -3.7572 -2.7398  -0.14
51 C 1.1279 -0.0085 1.3481  0.77
52 C 4.4256 -3.7297 2.8235  -0.14
53 H -0.5465 7.5972 -1.7675  0.39
54 C -0.4685 -2.0375 -6.2407  -0.49
55 C -3.6627 -2.3263 -4.4244  -0.46
56 H 2.2776 0.2007 4.4174  0.35
57 H -3.7675 -0.2502 -3.7986  0.31
58 C 2.7014 6.7837 -2.2105  -0.43
59 H -4.1516 -2.1872 -5.3774  0.45
60 H 0.2676 -1.1547 -3.0938  -0.04
61 H -3.3507 -4.4568 -4.7017  0.50
62 H -0.4190 -2.7685 -7.0341  0.41
63 C 0.5700 -1.4980 7.3879  -0.45
64 C 0.2798 -5.6406 -0.5100  -0.29
65 C -0.6910 0.0997 -4.5528  -0.29
66 C -3.1483 -0.7903 1.9299  -0.18
67 H 0.1490 -1.9324 8.2825  0.39
68 N 1.1569 0.4420 6.1076  -0.30
69 N 0.1103 -4.3194 -0.7133  0.60
70 C -0.5055 1.2111 -0.2437  0.32
71 V -1.6480 -3.2283 0.3237  0.92
72 C -5.4754 -0.4092 2.5923  -0.33
73 C 1.1402 -2.2956 6.4198  -0.48
74 Cl 4.3787 -4.9603 4.0350  -0.09
75 H -1.0847 3.2987 -3.0851  -0.06
76 H 1.6401 -0.9608 1.4854  -0.14
77 Cl -3.2631 2.5098 -3.6657  -0.16
78 C 0.8341 2.7805 3.3085  -0.14
79 H -0.9912 1.1426 -1.2171  -0.25
80 C -2.9025 -1.5471 -2.2820  -0.43
81 C 0.2724 -0.0788 0.0225  -0.21
82 C -4.1415 0.0837 2.4787  -0.83
83 N -3.3745 -2.0137 1.3895  0.08
84 H -6.2677 0.1300 3.0902  0.43
85 Cl 3.1723 2.1319 -0.9168  -0.15
86 C -2.1061 3.6139 -2.8717  0.42
87 C 1.9890 -4.4300 -2.2327  -0.94
88 H 1.2222 -3.3589 6.5901  0.41
89 H -1.4157 -0.7450 -7.6431  0.40
90 H -2.1346 -0.4227 1.9912  0.46
91 H 3.3748 4.7399 -2.3867  0.43
92 H 0.4555 -3.1505 -4.6751  0.43
93 H 0.3268 1.8482 3.5087  0.73
94 C 0.5620 -0.1105 7.1580  -0.39
95 C 1.7869 -1.7285 5.2653  0.05
96 C 0.3328 6.9739 -1.6989  -0.45
97 H -4.9693 -3.3692 1.0501  0.39
98 H 2.2905 -2.2951 4.4961  -0.10
99 Cl -2.3437 5.2107 -3.4718  -0.11
100 Cl -2.4541 3.5894 -1.1510  -0.12
101 C 1.6211 7.5878 -1.9039  -0.46
102 N 2.6870 4.3096 3.7380  -0.58
103 C -3.5058 -1.2637 -3.5329  -0.47
104 H 0.1780 0.5813 7.8930  0.41
105 H -6.7573 -1.9719 2.1035  0.38

Atomic forces in eV per Å
H -0.40 0.04 0.62
C 1.15 2.05 -1.11
C 0.95 0.11 1.59
H -0.44 0.03 -0.16
H -0.06 0.13 -0.02
N -0.63 0.36 -1.70
C -0.15 -1.42 0.19
C -2.15 -0.15 -0.23
C -1.25 -0.21 0.03
H -0.28 0.35 0.01
H 0.15 -0.20 0.00
H 0.21 0.06 -0.03
C -1.53 -1.16 -0.16
H -0.44 -0.23 -0.20
C 1.60 0.71 -1.52
C -0.70 1.51 0.83
O -2.04 -1.05 -2.60
Cl 0.83 -0.58 0.02
H -0.08 0.62 0.13
C 0.69 2.61 1.11
H -0.05 0.37 -0.30
H 0.44 -0.24 -0.36
H -0.42 0.14 0.57
H 0.23 -0.42 -0.40
C -0.99 -0.25 0.91
H -0.26 0.14 -0.16
H -0.21 0.09 -0.23
C -0.49 0.47 -0.34
N -0.26 1.39 -0.68
H 0.14 0.02 -0.18
C 0.64 -0.19 0.35
C -0.27 -0.22 1.21
H -0.03 0.33 -0.24
C -0.39 1.23 -1.79
H 0.46 0.18 0.01
Cl 0.29 0.00 0.29
C 0.34 0.29 -0.72
N 0.47 -1.53 1.84
O -1.36 -1.18 -0.58
Cl 0.15 -0.31 0.00
H 0.07 0.67 0.32
H -0.03 0.15 -0.31
C 0.00 1.05 1.08
Cl 0.37 -0.17 -0.01
H -0.24 0.37 0.43
H -0.18 0.08 0.44
C 0.18 1.04 -0.66
H -0.26 -0.52 -0.19
H 0.29 -0.16 0.18
C 0.12 -0.67 -0.22
C -0.49 -0.51 -0.52
C -0.80 0.67 -0.61
H -0.29 -0.21 0.64
C 0.05 0.27 0.45
C 0.47 -0.37 0.49
H 0.49 -0.04 -0.08
H -0.07 -0.03 0.17
C 0.09 -1.13 0.39
H 0.08 0.09 -0.12
H -0.04 0.41 0.21
H 0.18 -0.08 0.11
H 0.10 -0.50 0.33
C 0.07 0.58 -0.56
C -0.18 -1.11 -0.62
C -0.15 -0.13 -2.31
C -0.69 0.82 0.45
H -0.06 0.07 0.04
N 0.84 -0.14 0.11
N 0.57 -0.04 -1.08
C 0.28 -0.92 0.39
V 4.57 4.85 2.72
C 2.28 0.42 -0.48
C 1.18 0.10 -1.24
Cl -0.08 -0.34 0.44
H -0.22 -0.06 0.18
H 0.01 -0.06 -0.15
Cl 0.25 -0.16 -0.18
C 0.61 0.22 0.94
H -0.21 0.06 0.09
C -1.04 0.08 0.41
C 0.52 -0.54 1.30
C -0.78 -2.23 -0.09
N -2.21 0.59 -0.47
H 0.09 0.17 0.01
Cl 0.08 0.00 0.07
C -0.43 -0.23 0.19
C -0.55 -0.79 -0.39
H -0.26 -0.18 -0.15
H 0.07 0.23 -0.17
H 0.27 -0.39 -0.35
H 0.13 0.06 -0.03
H 0.07 0.09 0.48
H 0.05 0.03 0.30
C 0.70 -0.53 -0.15
C -0.32 0.49 2.05
C 2.86 -1.42 -0.76
H 0.16 -0.02 -0.50
H -0.16 -0.20 0.22
Cl -0.06 0.76 -0.59
Cl 0.13 -0.03 0.36
C -2.16 -0.54 -0.17
N -0.89 -1.84 0.90
C 1.02 -1.39 0.59
H -0.41 0.03 -0.02
H 0.13 -0.65 -0.26

---

Density functional theory data (the ωB97M-V functional and the def2-TZVPD basis) for a structure of composition C41H46As2B2F2GdN6.

2S+1   8
Gap between HOMO and LUMO (alpha / beta)   7.15 / 8.78 eV
Relative energy (zero: lowest compared OMol25 entry of this formula, charge and spin)   0.0 kJ/mol
Charge   +1
HOMO energy (alpha / beta)   -0.39556 / -0.40112 Ha

Each line ends with the Mulliken charge.
Element x y z (Å)
1 F 2.2818 -2.2017 -1.8268  -0.11
2 H -2.5048 -4.5858 5.0208  0.39
3 C -5.1263 -2.5549 -0.2895  -0.73
4 C 0.1560 6.0142 1.5228  -1.40
5 H 0.4202 1.2030 -4.5099  0.24
6 H 2.3335 6.0840 -1.0883  0.24
7 N 2.8285 2.5684 0.7046  0.49
8 N 0.4556 3.5508 1.0690  0.53
9 H 3.3011 -1.5212 0.7759  0.13
10 H 0.0553 -3.9230 -1.6913  0.72
11 H 4.2227 -1.9679 5.1538  0.38
12 C -3.8121 -2.7256 -0.6782  -0.33
13 C -4.0217 -1.9924 3.3647  -1.09
14 N 0.5449 2.5975 -1.7171  -0.51
15 H 1.1518 6.1103 1.9090  0.27
16 C 3.1319 -3.0904 3.6254  -0.74
17 C -3.8768 -3.0759 4.2250  -0.58
18 H 1.0241 -3.5079 0.1477  0.58
19 H -6.8501 -1.3008 -0.3091  0.43
20 H -4.9069 -1.3936 3.2908  0.53
21 H 0.1078 6.4743 0.5242  0.22
22 C -1.8391 -3.8862 -4.0268  -0.25
23 N -0.2026 2.3865 1.2393  0.54
24 H 2.6625 6.1765 -2.8344  0.38
25 H -2.0968 0.6606 2.2955  0.00
26 C -0.7267 -3.5103 -1.0222  -1.85
27 H 5.6050 1.4672 1.9081  0.56
28 H 0.3073 -2.3309 -6.8135  0.45
29 H 4.0484 4.6202 2.4899  0.23
30 B 1.9032 -0.9314 -2.0022  0.50
31 H -3.1017 -0.8793 1.7550  0.15
32 H 1.8195 -3.9689 2.1819  0.46
33 H -1.0199 -4.3265 -7.2797  0.38
34 C -5.8245 -1.4150 -0.6343  -0.49
35 C -1.1641 -2.6794 -3.7437  0.33
36 H -0.4959 6.6312 2.1403  0.41
37 H -2.4186 -4.4377 -3.2915  0.27
38 H -2.4469 -5.3030 -5.5410  0.43
39 C -1.7194 -2.3659 2.5834  0.21
40 H 0.0877 -1.1601 -4.6535  0.06
41 C -1.4124 2.7238 1.7768  0.67
42 C 2.0406 -3.0849 2.7321  0.07
43 C 1.3095 -1.9313 2.5585  0.20
44 H 3.7603 -3.9622 3.7742  0.43
45 C -2.6738 -3.7718 4.2937  -0.68
46 H -0.9661 1.1872 -3.3913  -0.07
47 H -0.3302 -4.2805 0.9769  0.62
48 H 3.7348 5.2911 -1.7733  0.19
49 H -3.1738 2.0138 2.7038  0.38
50 H -3.0084 1.4426 1.0691  0.25
51 C -2.9357 -1.6768 2.5350  0.44
52 H -0.6297 -3.9827 3.5520  0.28
53 H 4.3681 4.8387 0.7744  0.23
54 C 2.6721 -0.7807 4.1866  -0.70
55 C 4.0180 2.8192 1.2937  0.82
56 C 1.6445 -0.7785 3.2709  -0.54
57 C -1.8395 -4.4486 -5.3155  -0.87
58 C 2.6809 5.5153 -1.9585  -1.25
59 C 4.6526 1.5742 1.4409  -1.53
60 As -1.2531 -1.8504 -1.9873  0.72
61 C 1.8155 4.3158 -2.1933  0.89
62 C -5.2197 -0.5171 -1.4897  -0.82
63 C -3.8930 -0.6712 -1.8530  -0.44
64 H -5.6018 -3.2279 0.4124  0.43
65 H -4.6931 -3.3420 4.8541  0.43
66 C -1.6029 -3.4297 3.4541  -0.65
67 C -0.0160 -3.4365 0.3446  -1.10
68 C -2.4169 1.6556 1.9910  -1.21
69 C 4.5337 4.1745 1.6414  -1.35
70 C 0.5450 2.7140 -3.0412  0.84
71 C -3.1563 -1.7752 -1.4913  0.77
72 H -1.5701 -4.2007 -1.1356  0.73
73 C 1.2920 3.8526 -3.3946  -1.57
74 C 3.8301 0.6121 0.8687  0.48
75 C -0.3292 -2.7374 -6.0550  -0.82
76 H 1.1012 0.1273 3.0890  0.45
77 H -5.7144 0.3769 -1.7724  0.45
78 As -0.2829 -1.8000 1.4269  1.13
79 F 2.1946 -0.5564 -3.3169  -0.21
80 Gd 0.5082 0.5729 -0.3458  0.44
81 H -0.7702 2.4330 -4.6902  0.55
82 H 1.2744 4.3892 -4.3220  0.49
83 C 4.1482 -0.8357 0.6164  -1.35
84 H 4.9553 -1.2052 1.2451  0.38
85 H -3.4430 0.1473 -2.4166  0.29
86 C -0.2495 1.8264 -3.9400  -1.13
87 C -0.2813 4.5979 1.5209  0.99
88 H 2.2235 4.6765 0.4910  -0.27
89 H 2.9736 0.1184 4.7283  0.41
90 C -1.0726 -3.8454 -6.3155  -0.36
91 H 5.6108 4.0750 1.8337  0.38
92 N 1.3415 3.5242 -1.1937  1.12
93 N 2.7280 1.2486 0.4087  0.65
94 H -2.2383 4.6884 2.4119  0.56
95 B 1.7463 3.6221 0.3151  -0.94
96 C -0.4097 -2.1135 -4.7832  0.00
97 C 3.4451 -1.8988 4.3642  -0.57
98 C -1.4673 4.0918 1.9818  -1.76
99 H 4.5075 -1.0221 -0.3666  0.38
100 H -3.2986 -3.5923 -0.3697  0.22

Atomic forces in eV per Å
F -0.12 -0.03 0.47
H -0.39 0.49 -0.51
C 0.00 0.14 0.83
C -0.35 0.50 -0.49
H 0.27 -0.44 -0.10
H 0.01 -0.05 -0.25
N 0.21 0.41 0.00
N -0.28 0.58 1.12
H 0.14 0.40 -0.01
H -0.58 0.21 0.06
H -0.47 0.29 -0.84
C 0.22 0.75 -0.90
C 1.52 -0.50 -0.58
N -0.43 -2.06 0.16
H 0.58 0.12 0.09
C -0.14 1.56 0.38
C 0.32 0.40 -0.11
H 1.00 -0.01 0.03
H 0.03 0.18 0.01
H -0.43 -0.02 0.09
H 0.19 -0.29 0.15
C -0.29 -0.35 -0.68
N -1.35 0.56 0.39
H -0.11 -0.23 0.20
H 0.66 0.49 0.34
C 0.92 -0.15 -0.84
H 0.43 -0.31 0.07
H 0.19 0.32 -0.25
H -0.24 0.12 0.46
B 0.61 0.00 -2.20
H 0.30 -0.96 0.99
H -0.16 -0.59 -0.28
H -0.05 0.08 -0.21
C -0.23 -0.31 -0.69
C -0.17 -0.40 -1.14
H -0.09 -0.24 0.12
H 0.02 0.38 0.21
H -0.07 -0.36 0.07
C -0.77 0.45 -0.13
H 0.15 -0.12 0.17
C 1.45 -1.33 -0.53
C 1.44 -0.09 0.99
C -0.72 0.76 0.17
H -0.25 -0.04 -0.12
C 0.67 -0.40 -0.06
H 0.28 0.33 -0.26
H 0.21 0.23 -0.14
H -0.11 -0.30 -0.03
H 0.23 -0.27 -0.03
H 0.37 0.37 0.26
C -0.67 0.89 -0.97
H -1.07 0.56 -0.11
H 0.27 -0.16 0.45
C 0.82 0.86 0.30
C -0.30 -1.22 0.10
C -0.22 -0.32 -0.36
C 0.49 1.28 0.80
C -0.06 0.43 0.02
C -0.14 0.99 0.04
As -0.06 -0.43 0.56
C -0.07 0.10 0.04
C 0.27 0.10 0.66
C 0.10 0.89 -0.56
H 0.17 -0.34 -0.16
H -0.43 -0.25 0.49
C 0.78 -0.76 0.94
C -1.66 0.01 0.17
C -1.70 0.07 -0.30
C 0.40 -0.17 -0.97
C -0.37 1.02 -0.29
C -0.18 -0.84 0.55
H 0.22 0.14 0.53
C -0.23 -0.22 0.82
C -0.02 0.64 -0.37
C 0.06 1.02 1.45
H -0.32 0.46 0.03
H -0.51 0.63 -0.32
As 0.32 -0.82 -0.10
F -0.50 0.01 1.75
Gd 0.38 -0.04 -0.60
H -0.17 -0.13 0.30
H 0.36 -0.17 -0.33
C -0.64 -0.29 0.90
H -0.04 0.30 0.37
H 0.03 -0.25 -0.09
C -0.27 0.19 0.07
C 0.57 -0.50 -0.27
H 0.21 0.39 0.05
H -0.44 -0.12 -0.17
C -0.42 -1.29 0.06
H -0.36 0.23 -0.01
N 1.57 1.43 -0.45
N -0.67 -0.83 0.11
H -0.47 0.04 0.19
B 0.38 -0.08 -0.81
C -0.31 -0.25 -0.35
C 0.01 -2.62 -0.05
C -0.36 -0.14 0.08
H 0.14 0.16 -1.12
H 0.48 -0.89 0.41